Entry 1:
The following is a DFT calculation (the ωB97M-V functional and the def2-TZVPD basis) of the molecule C3H3N in a non-equilibrium geometry.

Geometry as XYZ:
```
7
Properties=species:S:1:pos:R:3
C 1.497 -0.452 -0.047
H 2.481 -0.256 -0.022
H 0.771 1.641 0.011
N -1.799 -0.251 -0.050
C 0.633 0.607 -0.004
C -0.734 0.148 0.077
H 0.961 -1.441 0.203
```

Values from the calculation:
**E_tot**: -4647.92954 eV
**Net charge**: 0
**SMILES**: C=CC#N

***

Entry 2:
The following is a DFT calculation (the ωB97M-V functional and the def2-TZVPD basis) of the ion C3H3N2O with charge +1 in a non-equilibrium geometry.

Geometry as XYZ:
```
9
Properties=species:S:1:pos:R:3
H -0.249 2.273 0.227
C 0.156 -0.044 0.120
N -1.897 0.978 -0.037
H 1.275 -0.167 0.070
O -3.623 -0.556 0.106
N -2.679 0.073 -0.131
C -0.545 1.153 0.006
H -0.105 -2.364 -0.067
C -0.215 -1.235 -0.085
```

Values from the calculation:
**E_tot**: -8171.00899 eV
**Net charge**: +1

***

Entry 3:
The following is a DFT calculation (the ωB97M-V functional and the def2-TZVPD basis) of a cluster of 2 separate species, C3H3N2O2S in total in a non-equilibrium geometry.

Geometry as XYZ:
```
11
Properties=species:S:1:pos:R:3
C -0.901 1.480 -0.065
O 2.823 -1.549 -0.164
N 0.629 -2.281 0.449
H -1.971 1.405 -0.505
H -0.799 2.167 0.810
C -0.558 -0.836 -0.329
N -0.226 0.288 0.256
S 1.017 0.534 1.394
C 1.715 -1.796 0.192
H -0.411 1.833 -0.900
O -1.318 -1.245 -1.138
```

Values from the calculation:
**E_tot**: -21069.64930 eV
**Net charge**: -1

***

Entry 4:
The following is a DFT calculation (the ωB97M-V functional and the def2-TZVPD basis) of the molecule C3H3N2P in a non-equilibrium geometry.

Geometry as XYZ:
```
9
Properties=species:S:1:pos:R:3
C -0.899 1.073 -1.042
H 1.963 0.072 -0.829
C -1.440 -0.575 0.979
N -1.177 2.154 -1.304
C 1.210 -0.264 -0.110
H 1.541 -1.286 0.142
N -1.942 -0.539 2.005
P -0.500 -0.621 -0.794
H 1.245 -0.015 0.952
```

Values from the calculation:
**E_tot**: -15426.63322 eV
**Net charge**: 0
**SMILES**: CP(C#N)C#N

***

Entry 5:
The following is a DFT calculation (the ωB97M-V functional and the def2-TZVPD basis) of the molecule C3H3N3 in a non-equilibrium geometry.

Geometry as XYZ:
```
9
Properties=species:S:1:pos:R:3
H 1.953 -1.031 0.306
H -0.039 2.288 -0.578
H -1.995 -1.130 0.557
C 0.993 -0.595 -0.097
N 1.154 0.628 -0.491
C -1.061 -0.663 0.301
N 0.003 -1.384 0.179
N -1.037 0.643 0.154
C 0.028 1.244 -0.332
```

Values from the calculation:
**E_tot**: -7628.66849 eV
**Net charge**: 0
**SMILES**: c1ncncn1

***

Entry 6:
The following is a DFT calculation (the ωB97M-V functional and the def2-TZVPD basis) of the molecule C3H3N3 in a non-equilibrium geometry.

Geometry as XYZ:
```
9
Properties=species:S:1:pos:R:3
C 1.456 1.420 -0.234
H 2.751 -0.014 0.569
N 1.002 -0.904 0.080
H -0.790 -1.920 -0.152
H -2.381 1.262 -0.786
C -1.275 0.020 0.252
N -2.216 0.769 0.150
N 1.769 0.222 0.149
C -0.316 -0.853 -0.028
```

Values from the calculation:
**E_tot**: -7622.58183 eV
**Net charge**: 0